C26H28FN5O4PtSeSi as an isolated structure in a non-equilibrium geometry. Source: the OMol25 dataset; level of theory: ωB97M-V/def2-TZVPD.

CARTESIAN COORDINATES (ANGSTROEM)
Pt1 0.072791 0.041267 -0.478853
C1 2.783877 1.932726 -0.438745
C2 1.513929 2.712588 -0.462731
C3 1.526594 4.100395 -0.485912
C4 0.325660 4.804999 -0.501773
C5 -0.857530 4.102562 -0.461225
C6 -0.831472 2.706504 -0.413390
N1 0.363986 2.036441 -0.438883
C7 -2.019667 1.890292 -0.306510
C8 -3.259863 2.278649 0.174411
C9 -4.247417 1.317596 0.366010
C10 -3.954465 -0.028269 0.167100
C11 -2.697825 -0.387955 -0.291910
N2 -1.827155 0.590668 -0.657024
C12 -2.140218 -1.720282 -0.350904
C13 -2.916172 -2.881004 -0.313002
C14 -2.296854 -4.108952 -0.243420
C15 -0.906091 -4.163601 -0.238448
C16 -0.169161 -2.990273 -0.337735
C17 1.319181 -3.014129 -0.374679
N3 -0.773999 -1.800756 -0.388568
H1 3.510028 2.421791 0.203519
H2 3.204924 1.859709 -1.440852
H3 2.599758 0.918692 -0.073361
H4 2.469409 4.619965 -0.481908
H5 0.323613 5.883864 -0.533466
H6 -1.808997 4.608652 -0.468666
H7 -3.439807 3.304525 0.452431
H8 -5.214323 1.608803 0.746241
H9 -4.680863 -0.782552 0.418522
H10 -3.990484 -2.802219 -0.345767
H11 -2.877383 -5.016354 -0.185562
H12 -0.392244 -5.106873 -0.161471
H13 1.694122 -3.942331 0.044059
H14 1.724952 -2.172954 0.191223
H15 1.673952 -2.920573 -1.402005
F1 3.897124 1.528167 5.681824
C18 3.326088 0.343752 5.393719
C19 2.177270 0.298628 4.690355
N4 1.557598 -0.874292 4.397069
C20 0.281361 -0.851483 3.729775
C21 0.335502 -0.331134 2.275851
O1 -0.692432 0.247391 1.887406
O2 1.352761 -0.526095 1.587972
C22 2.104980 -2.094172 4.746879
O3 1.581765 -3.152698 4.491903
N5 3.284581 -2.002784 5.447476
C23 3.965166 -0.868720 5.887133
O4 4.946409 -0.959205 6.582989
H16 1.689347 1.198509 4.342320
H17 -0.418120 -0.219733 4.282867
H18 -0.089773 -1.880688 3.702932
H19 3.672000 -2.892849 5.741864
C24 -0.218987 2.035486 -4.721391
Si1 -0.175976 0.159583 -4.330802
C25 0.312420 -0.833719 -5.884618
C26 -1.899383 -0.427113 -3.760736
Se1 1.383716 -0.308524 -2.707764
H20 -0.852296 2.232181 -5.581256
H21 0.778024 2.396395 -4.955045
H22 -0.597494 2.624146 -3.888494
H23 -0.321977 -0.574487 -6.724329
H24 0.221065 -1.900958 -5.710858
H25 1.340339 -0.634360 -6.159530
H26 -2.637029 -0.288499 -4.542777
H27 -2.223530 0.137097 -2.892972
H28 -1.885307 -1.481435 -3.496510

Forces on atoms 1 to 2 (eV/Å):
Pt 0.7 -0.3 -0.7
C 0.1 -0.3 0.0

Values from the calculation:
2S+1: 3
Frontier orbital gap (spin up / spin down) (Ha): 0.1847 / 0.2562
LUMO energy (spin up / spin down) (eV): -0.728 / -0.903
Energy relative to the best compared isomer or geometry (same formula, charge and spin) (kJ/mol): 98.7


One molecule with the formula C19H22ClNOS. Source: the OMol25 dataset; level of theory: ωB97M-V/def2-TZVPD.

CARTESIAN COORDINATES (ANGSTROEM)
C1 3.561100 1.833928 2.769718
C2 2.898736 1.395574 1.498606
C3 1.574395 0.979513 1.484469
C4 0.978533 0.553443 0.311924
C5 1.688927 0.533290 -0.881777
C6 3.011964 0.954771 -0.869776
C7 3.608519 1.376250 0.303819
H1 4.641843 1.693839 0.295086
H2 3.583202 0.945151 -1.787590
C8 1.022252 0.095533 -2.152930
H3 0.343886 -0.732546 -1.945093
H4 1.766004 -0.233455 -2.879658
C9 0.193037 1.228970 -2.779428
N1 -0.804618 1.744550 -1.866456
C10 -1.936025 1.061822 -1.587625
O1 -2.256829 0.040445 -2.158664
C11 -2.827631 1.740658 -0.551399
C12 -3.718337 0.731550 0.162904
H5 -4.684740 1.167299 0.415202
H6 -3.861907 -0.139503 -0.475141
S1 -2.983637 0.163875 1.742507
C13 -2.957768 -1.666257 1.545059
C14 -1.680739 -2.133739 0.932182
C15 -1.612994 -2.500342 -0.406144
C16 -0.411802 -2.896676 -0.967355
C17 0.732194 -2.914226 -0.186302
C18 0.685029 -2.555571 1.151166
C19 -0.521657 -2.171022 1.701838
H7 -0.567050 -1.877788 2.740292
H8 1.583201 -2.569723 1.747807
Cl1 2.243442 -3.369001 -0.891496
H9 -0.365317 -3.184599 -2.005969
H10 -2.495826 -2.465999 -1.025956
H11 -3.829566 -1.939116 0.953872
H12 -3.069249 -2.046501 2.560380
H13 -3.452881 2.453287 -1.096866
H14 -2.228278 2.298042 0.169544
H15 -0.515386 2.481934 -1.244487
H16 -0.331683 0.840869 -3.656052
H17 0.837504 2.057859 -3.078864
H18 -0.048892 0.221681 0.328223
H19 0.999508 0.983320 2.399717
H20 2.823043 2.052781 3.537510
H21 4.170085 2.720406 2.602247
H22 4.216418 1.045431 3.140940

Forces on atoms 1 to 2 (eV/Å):
C 0.0 -0.1 0.0
C 0.0 0.0 0.0

Values from the calculation:
Frontier orbital gap (Ha): 0.3360
LUMO energy (eV): 0.674
Energy relative to the best compared isomer or geometry (same formula, charge and spin) (kJ/mol): 0.0


An isolated ion of composition C4H13N2 and charge +1 in a non-equilibrium geometry. Source: the OMol25 dataset; level of theory: ωB97M-V/def2-TZVPD.

CARTESIAN COORDINATES (ANGSTROEM)
C1 0.668970 -0.273039 0.871917
N1 1.052365 -0.748660 -0.456103
C2 0.988924 -2.217567 -0.573339
C3 -0.822734 0.059297 0.868687
N2 -1.168819 0.821457 -0.384866
C4 -0.697402 2.220728 -0.436021
H1 1.259855 0.613882 1.091176
H2 0.806160 -0.992278 1.681739
H3 2.015251 -0.473298 -0.567870
H4 1.492278 -2.650687 0.301408
H5 1.435629 -2.548660 -1.494078
H6 -0.042946 -2.553449 -0.535668
H7 -1.010768 0.787958 1.666052
H8 -1.506226 -0.759877 1.012919
H9 -0.758009 0.299957 -1.171501
H10 -2.173432 0.725465 -0.535399
H11 -0.367016 2.498598 -1.437096
H12 0.249089 2.296779 0.097980
H13 -1.421171 2.893394 0.000067

Forces on atoms 1 to 2 (eV/Å):
C -0.6 -0.2 -0.6
N 0.2 -0.2 0.3

Values from the calculation:
Charge: +1
Frontier orbital gap (Ha): 0.3902
LUMO energy (eV): -3.081
Energy relative to the best compared isomer or geometry (same formula, charge and spin) (kJ/mol): 113.8


An isolated ion of composition C5H15N2S and charge +1 in a non-equilibrium geometry. Source: the OMol25 dataset; level of theory: ωB97M-V/def2-TZVPD.

CARTESIAN COORDINATES (ANGSTROEM)
C1 2.353781 -0.623359 0.087268
C2 -1.539177 1.212288 -1.134844
C3 -0.203358 -1.623998 -0.704724
C4 1.078986 0.237550 0.368917
C5 -1.380178 0.565556 0.246621
N1 1.186062 0.866999 1.737576
N2 -0.206987 -0.552890 0.336200
S1 -3.005492 -0.071645 0.834276
H1 2.322323 -1.530333 0.644105
H2 3.095216 0.144122 0.223194
H3 2.257266 -0.769123 -1.025617
H4 -2.129368 0.673216 -1.806984
H5 -1.905422 2.252163 -0.950109
H6 -0.493805 1.307388 -1.588895
H7 0.145711 -1.284006 -1.621787
H8 0.390866 -2.444867 -0.449491
H9 -1.138944 -2.093514 -0.867421
H10 0.963210 1.094472 -0.372124
H11 -1.076632 1.411280 1.056803
H12 1.815519 1.710220 1.647132
H13 1.640060 0.186318 2.295821
H14 -0.311176 -1.040141 1.229416
H15 -3.858453 0.372314 -0.185342

Forces on atoms 1 to 2 (eV/Å):
C -2.8 2.1 -2.8
C 3.1 1.3 1.2

Values from the calculation:
Charge: +1
Frontier orbital gap (Ha): 0.3866
LUMO energy (eV): -2.789
Energy relative to the best compared isomer or geometry (same formula, charge and spin) (kJ/mol): 176.0


A 2-piece molecular cluster, C2H6N2O3 overall in a non-equilibrium geometry. Source: the OMol25 dataset; level of theory: ωB97M-V/def2-TZVPD.

CARTESIAN COORDINATES (ANGSTROEM)
C1 -0.929069 -0.739863 0.680672
N1 -0.644491 -0.026481 1.791751
O1 -1.492864 0.196580 -0.370763
O2 -1.142369 -1.915478 0.604739
H1 -2.008746 -0.350323 -0.979800
H2 -0.483602 -0.533795 2.645743
H3 -0.532271 0.970630 1.717124
N2 0.865632 0.842117 -1.449888
C2 1.595505 -0.056870 -0.787880
O3 2.770737 -0.076894 -0.545897
H4 -0.221033 0.821507 -1.227443
H5 1.357969 1.616528 -1.870163
H6 0.864601 -0.747658 -0.208195

Forces on atoms 1 to 2 (eV/Å):
C -3.7 0.8 -0.3
N 0.4 0.1 -0.9

Values from the calculation:
Frontier orbital gap (Ha): 0.3689
LUMO energy (eV): 0.395
Energy relative to the best compared isomer or geometry (same formula, charge and spin) (kJ/mol): 122.3


One molecule with the formula C4H5NO in a non-equilibrium geometry. Source: the OMol25 dataset; level of theory: ωB97M-V/def2-TZVPD.

CARTESIAN COORDINATES (ANGSTROEM)
C1 0.738183 -0.602017 -1.274249
C2 0.174553 -0.383002 -0.052204
C3 0.449810 -0.486206 1.328135
O1 -0.132802 0.534645 1.927139
N1 -0.924925 1.307049 1.170948
C4 -0.917332 0.626582 -0.092671
H1 0.907349 0.298613 -1.861146
H2 1.121143 -1.522483 -1.680881
H3 -0.735978 1.073285 -1.103994
H4 1.213249 -0.986733 1.909845
H5 -1.893250 0.140267 -0.270922

Forces on atoms 1 to 2 (eV/Å):
C 0.9 -0.7 -0.7
C -0.2 0.0 1.4

Values from the calculation:
Frontier orbital gap (spin up / spin down) (Ha): 0.2929 / 0.2948
LUMO energy (spin up / spin down) (eV): 0.073 / -0.313
Energy relative to the best compared isomer or geometry (same formula, charge and spin) (kJ/mol): 533.4